(1)
51
Properties=species:S:1:pos:R:3 method="wB97M-V/def2-TZVPD" homo_lumo_gap_ev=8.981 smiles="COC(=O)c1ccc(CN2CCN(C(C)C)[C@@H](CCO)C2)cc1" de_lowest_kj_mol=124.1 total_energy_ev=-28243.32870 lumo_energy_ev=0.6
C -8.02828 0.12156 -1.05712
H -8.47731 0.91103 -0.45052
H -8.64087 -0.77608 -1.03104
H -7.92327 0.48571 -2.08144
O -6.76279 -0.24491 -0.53154
C -5.84810 0.73883 -0.47591
O -6.07547 1.86507 -0.84665
C -4.55543 0.28538 0.08441
C -3.52267 1.21434 0.20536
C -2.30451 0.83389 0.72748
C -2.09018 -0.48040 1.13189
C -3.12009 -1.40461 1.00524
C -4.34610 -1.02960 0.48985
H -5.14352 -1.74972 0.39515
H -2.96039 -2.42790 1.31491
C -0.75958 -0.87365 1.71119
N 0.33260 -0.26682 0.97344
C 1.60266 -0.39380 1.65677
H 1.90730 -1.45590 1.73857
C 2.69935 0.39356 0.91625
N 2.81896 -0.00866 -0.48648
C 1.51237 -0.00470 -1.12416
C 0.45475 -0.80956 -0.36649
H 0.73109 -1.88153 -0.33819
H -0.50810 -0.71768 -0.87387
H 1.17547 1.03408 -1.16774
H 1.59849 -0.36159 -2.14817
C 3.68971 -1.17869 -0.66953
C 5.14406 -0.69073 -0.68093
H 5.30788 -0.04100 -1.53708
H 5.38627 -0.13382 0.21985
H 5.82281 -1.53724 -0.74871
H 3.56522 -1.88586 0.16890
C 3.43519 -1.94946 -1.96284
H 3.53448 -1.29636 -2.82660
H 2.45277 -2.41441 -1.97469
H 4.17844 -2.73906 -2.04803
C 2.46393 1.90559 1.04725
H 2.42179 2.15589 2.10837
H 1.50840 2.17496 0.60019
C 3.58494 2.72215 0.39787
O 3.62301 2.59979 -0.99764
H 3.55208 1.64670 -1.18559
H 4.55106 2.41667 0.83356
H 3.44049 3.78576 0.60916
H 3.65093 0.16756 1.40995
H 1.50179 0.00307 2.66972
H -0.67396 -1.97598 1.74533
H -0.70777 -0.50546 2.74237
H -1.49798 1.54404 0.82275
H -3.70190 2.22955 -0.11484



(2)
40
Properties=species:S:1:pos:R:3 method="wB97M-V/def2-TZVPD" homo_lumo_gap_ev=8.752 de_lowest_kj_mol=668.5 total_energy_ev=-108012.70015 charge=-1 lumo_energy_ev=2.2
C 0.68921 3.25792 0.78901
C -0.56416 2.77819 1.78193
O -0.29871 2.85475 3.10677
O -1.86832 2.32334 1.27235
C -1.93697 0.85305 1.15605
O -3.00130 0.22714 1.72992
C -0.88292 -0.10989 0.35091
Ga 0.44181 -1.15800 1.54138
O 2.09420 -0.22350 1.52753
C -0.26856 -1.66348 3.41483
P 0.27939 -0.48675 4.82773
O 0.82714 -1.33438 6.08542
O 1.56224 0.61241 4.40209
O -1.15618 0.34828 5.45363
S 0.84780 -3.19557 0.44901
O 1.06512 -4.34524 1.50505
O -0.30821 -3.48086 -0.53925
F 2.29352 -3.06946 -0.48233
H 1.71051 2.76492 1.08925
H 0.33709 2.99337 -0.30229
H 0.81294 4.43520 0.91226
H -0.26830 0.44938 -0.50158
H -1.53751 -0.92266 -0.22064
H 2.36153 -0.20818 0.54115
H -1.44647 -1.85818 3.41998
H 0.20704 -2.72648 3.67801
H 2.45199 0.11523 4.38422
H -1.18991 1.20233 4.92863
F -0.14763 -1.01291 -2.17765
C -0.20902 -0.52823 -3.42502
C 0.09423 -1.35945 -4.49775
C 0.02545 -0.85665 -5.79699
C -0.33562 0.47628 -6.00848
C -0.63324 1.30405 -4.92491
C -0.57522 0.79788 -3.62665
H 0.38082 -2.38971 -4.31368
H 0.25306 -1.50051 -6.64291
H -0.38479 0.86925 -7.02176
H -0.91002 2.34225 -5.09174
H -0.81202 1.42486 -2.77345



(3)
24
Properties=species:S:1:pos:R:3 method="wB97M-V/def2-TZVPD" homo_lumo_gap_ev=11.338 smiles="C1CCCCC1.C=C" de_lowest_kj_mol=14.1 total_energy_ev=-8554.96470 lumo_energy_ev=1.2
C -2.10901 -2.89278 -0.49849
C -2.79622 -3.92539 -1.39444
C -3.13235 -2.13898 0.35351
C -3.86148 -3.26614 -2.27305
C -4.19760 -1.47973 -0.52509
C -4.88481 -2.51235 -1.42104
H -1.57015 -2.16659 -1.13703
H -1.36240 -3.38829 0.15151
H -3.28103 -4.68814 -0.75520
H -2.04735 -4.44169 -2.02538
H -2.62415 -1.37613 0.97419
H -3.62584 -2.85552 1.03796
H -4.36970 -4.02901 -2.89369
H -3.36800 -2.54963 -2.95754
H -3.71282 -0.71695 -1.16432
H -4.94649 -0.96347 0.10586
H -5.63144 -2.01685 -2.07102
H -5.42363 -3.23854 -0.78249
C -1.13439 1.68267 -0.10839
C -2.15738 2.19744 0.57578
H -0.16456 2.19178 -0.14677
H -1.23469 0.73601 -0.65153
H -2.05708 3.14410 1.11891
H -3.12720 1.68834 0.61416